No. 1
A cluster of 3 separate species, C2H9NO3 in total in a non-equilibrium geometry, computed with ωB97M-V/def2-TZVPD.

Each line ends with the Löwdin charge.
Atoms and positions in Å:
C  0.3480  -1.3534  -0.0757  -0.157
C  0.5340  -0.3551  -1.1759  -0.668
N  1.1089  0.7251  -0.6284  0.104
O  0.1706  -0.4196  -2.3523  -0.011
H  1.2455  -2.0540  -0.2256  0.095
H  0.7592  -0.8422  0.7755  0.005
H  -0.5017  -1.9408  0.2265  0.036
H  0.6735  1.5333  -1.1518  0.106
H  1.5903  0.8252  0.2615  0.085
H  -1.0114  -0.9532  3.1225  -0.083
H  0.1269  -0.7406  4.1257  -0.084
O  -0.1878  -0.4787  3.2743  -0.387
H  -1.8700  2.6996  -2.2342  0.002
H  -1.5709  1.2780  -2.2403  0.036
O  -1.4151  2.0764  -1.7020  -0.081

Its HOMO energy (alpha / beta) is 1.04 / -6.70 eV. Its energy above the lowest of the compared OMol25 structures with the same formula, charge and spin is 60.30 kJ/mol. As for the multiplicity: 2. For the HOMO-LUMO gap (alpha / beta), the calculation gives 2.260 / 9.942 eV. The net charge is -1.


No. 2
A cluster of 4 separate species, C12H33O13P5 in total in a non-equilibrium geometry, computed with ωB97M-V/def2-TZVPD.

Each line ends with the Löwdin charge.
Atoms and positions in Å:
C  -4.5351  -3.4785  -0.0135  -0.137
O  -3.8374  -2.4938  -0.7648  -0.331
P  -4.5449  -0.9390  -0.9081  0.776
O  -4.8388  -0.9180  0.5856  -0.260
O  -5.8027  -1.5651  -1.7623  -0.267
C  -5.5067  -2.0776  -3.0633  -0.111
O  -5.1853  0.6318  -1.1023  -0.349
C  -6.2550  1.0589  -0.2733  -0.142
H  -4.2017  -4.4598  -0.3577  0.088
H  -4.2897  -3.3791  1.0444  0.082
H  -5.6145  -3.4096  -0.1543  0.087
H  -5.6263  -3.1622  -3.0547  0.089
H  -4.4896  -1.8341  -3.3776  0.081
H  -6.2070  -1.6489  -3.7827  0.091
H  -5.8830  1.3241  0.7171  0.079
H  -7.0274  0.2911  -0.2004  0.089
H  -6.6887  1.9552  -0.7259  0.080
C  -1.1350  -0.7564  1.5491  -0.128
O  -0.6639  -0.2233  2.7807  -0.310
P  0.4889  1.0359  2.7138  0.771
O  -0.2857  1.8028  1.6546  -0.273
O  1.5969  0.0195  2.0522  -0.274
C  2.0412  -1.0688  2.8662  -0.107
O  1.6882  2.2389  2.8764  -0.307
C  2.0452  3.0111  1.7411  -0.136
H  -1.5026  -1.7666  1.7381  0.093
H  -1.9622  -0.1510  1.1773  0.072
H  -0.3443  -0.8110  0.7991  0.088
H  1.6717  -2.0038  2.4426  0.092
H  1.6880  -0.9784  3.8956  0.082
H  3.1329  -1.0882  2.8706  0.079
H  1.2904  3.7746  1.5505  0.079
H  2.1823  2.3783  0.8621  0.086
H  2.9891  3.5144  1.9642  0.091
C  7.4565  -3.7829  -2.1377  -0.132
O  6.3264  -4.0227  -1.3082  -0.320
P  5.7036  -2.7124  -0.4041  0.765
O  5.7475  -1.7656  -1.5895  -0.253
O  7.0838  -2.6405  0.4865  -0.271
C  7.3760  -3.7686  1.3142  -0.112
O  4.9741  -1.5691  0.6324  -0.319
C  5.2759  -0.1925  0.4685  -0.132
H  7.9640  -4.7369  -2.2940  0.090
H  7.1304  -3.3998  -3.1050  0.086
H  8.1592  -3.0869  -1.6778  0.087
H  8.2535  -4.2827  0.9189  0.089
H  6.5415  -4.4714  1.3581  0.081
H  7.5941  -3.4209  2.3259  0.090
H  4.7267  0.2137  -0.3810  0.084
H  6.3485  -0.0348  0.3433  0.089
H  4.9457  0.3339  1.3678  0.086
C  -1.6443  6.7925  -0.9227  0.025
C  -1.5679  5.5671  -0.9091  -0.235
C  -1.6015  3.9914  -1.0905  -0.447
P  -3.2536  3.5431  -1.9336  0.718
P  -4.8853  4.7078  -1.0174  0.456
O  -6.1654  4.6285  -1.8432  -0.562
H  -1.9643  7.8328  -1.2060  0.051
H  -1.4723  3.4875  -0.0891  0.054
H  -0.7030  3.7110  -1.7249  0.081
H  -3.0784  4.0038  -3.2907  -0.070
H  -4.5480  6.1104  -0.9242  -0.019
H  -5.1106  4.1409  0.2925  -0.005

Its HOMO energy is -8.89 eV. For the HOMO-LUMO gap, the calculation gives 5.844 eV. Its SMILES is COP(=O)(OC)OC.COP(=O)(OC)OC.COP(=O)(OC)OC.C#CCP[PH2]=O. The net charge is 0.


No. 3
A structure of composition C9H11O3 in a non-equilibrium geometry, computed with ωB97M-V/def2-TZVPD.

Each line ends with the Löwdin charge.
Atoms and positions in Å:
C  3.1942  2.6916  1.2261  -0.114
C  0.7214  -0.5793  0.0454  -0.398
C  0.0897  0.7295  0.3412  0.024
C  2.0402  -0.8086  0.5568  -0.025
C  0.9436  1.7676  0.8625  -0.071
C  2.8195  0.3054  0.9898  -0.094
C  2.3054  1.5610  1.0137  -0.415
O  0.0826  -1.5535  -0.4982  -0.062
H  -1.1187  -1.4671  -0.8834  0.123
H  -1.0121  0.6641  0.2142  0.099
H  2.4338  -1.7687  0.6556  0.067
H  0.4058  2.5770  1.2241  0.071
H  3.8506  0.1080  1.4839  0.129
H  3.8366  2.6921  2.1468  0.074
H  2.5734  3.6264  1.1034  0.083
H  3.9887  2.6954  0.4116  0.086
C  -4.4523  -2.2169  -1.8894  -0.018
C  -3.2626  -1.4002  -1.2152  -0.763
O  -2.1424  -1.7140  -1.6301  -0.003
O  -3.4547  -0.5758  -0.3699  0.016
H  -4.0797  -3.2277  -1.7489  0.048
H  -4.5399  -1.9899  -2.9629  0.066
H  -5.2231  -2.1167  -1.0771  0.076

Its HOMO energy is -3.79 eV. Its energy above the lowest of the compared OMol25 structures with the same formula, charge and spin is 166.23 kJ/mol. For the HOMO-LUMO gap, the calculation gives 7.323 eV. The net charge is -1.


No. 4
A structure of composition C40H29LiN11O4S, computed with ωB97M-V/def2-TZVPD.

Each line ends with the Löwdin charge.
Atoms and positions in Å:
Li  -0.0414  1.8720  -0.0158  0.608
C  -5.2600  6.0657  0.3184  -0.099
C  -6.0235  4.9700  -0.1063  -0.095
C  -5.4276  3.7556  -0.4171  -0.021
C  -4.0473  3.6621  -0.2970  -0.110
C  -3.0909  2.5731  -0.5019  -0.295
N  -3.4226  1.4108  -0.9588  0.198
C  -2.5499  0.3701  -1.0195  -0.301
C  -2.7123  -0.7801  -1.8526  -0.118
C  -3.6772  -1.1576  -2.8019  -0.032
C  -3.4900  -2.3294  -3.4983  -0.107
C  -2.3456  -3.1388  -3.2844  -0.108
C  -1.3948  -2.7929  -2.3556  -0.041
C  -1.5860  -1.6064  -1.6247  -0.117
C  -0.8655  -0.9122  -0.6285  -0.243
N  0.3247  -1.3841  0.0073  0.073
C  2.1962  -0.4696  0.3161  -0.296
N  1.9918  0.9137  -0.1150  0.148
C  3.0352  1.5968  0.2533  -0.280
N  3.2752  2.9368  0.1929  0.174
C  2.3103  3.8138  0.1896  -0.290
N  0.9644  3.6248  0.2062  0.084
C  0.3796  4.8673  0.2905  -0.290
N  -0.8706  5.1989  0.3095  0.177
C  -1.8869  4.2986  0.1125  -0.271
N  -1.7951  3.0279  -0.2169  0.111
C  -3.2884  4.7512  0.1233  -0.114
C  -3.8804  5.9681  0.4339  -0.026
C  1.4297  5.9258  0.3331  -0.108
C  1.3599  7.2985  0.4548  -0.016
C  2.5619  8.0026  0.4831  -0.087
C  3.7847  7.3375  0.3947  -0.087
C  3.8376  5.9502  0.2755  -0.016
C  2.6395  5.2684  0.2404  -0.108
C  4.0867  0.7215  0.8478  -0.100
C  5.3780  1.0068  1.2447  -0.015
C  6.1517  -0.0492  1.7217  -0.080
C  5.6273  -1.3375  1.7947  -0.068
C  4.3220  -1.6123  1.3925  0.009
C  3.5627  -0.5568  0.9170  -0.067
N  -1.3945  0.2529  -0.2879  0.110
H  -5.7571  6.9984  0.5596  0.092
H  -7.0988  5.0786  -0.1930  0.093
H  -6.0108  2.9027  -0.7459  0.109
H  -4.5426  -0.5264  -2.9747  0.105
H  -4.2212  -2.6388  -4.2364  0.088
H  -2.2176  -4.0425  -3.8707  0.090
H  -0.5134  -3.4118  -2.2091  0.101
H  -3.2754  6.8083  0.7560  0.106
H  0.3993  7.7964  0.5249  0.110
H  2.5514  9.0824  0.5777  0.096
H  4.7038  7.9097  0.4264  0.095
H  4.7809  5.4187  0.2155  0.110
H  5.7581  2.0192  1.1675  0.108
H  7.1761  0.1278  2.0301  0.097
H  6.2492  -2.1450  2.1633  0.102
H  3.9311  -2.6204  1.4532  0.105
C  -3.3053  -6.8039  -0.4934  -0.118
C  -1.7802  -6.7862  -0.4368  -0.300
S  -1.2569  -5.5208  0.7065  0.636
O  -1.9581  -4.3040  0.3720  -0.313
O  -1.3805  -6.0453  2.0523  -0.320
C  0.4703  -5.3531  0.3315  -0.210
C  1.2473  -4.5653  1.3932  -0.154
N  1.5591  -3.1693  1.0568  0.044
C  0.6117  -2.1587  1.2952  -0.328
N  0.9801  -0.7349  1.1858  0.223
C  1.6869  -1.5497  -0.6793  -0.007
C  2.1201  -2.8775  -0.2482  -0.219
N  2.9016  -3.6704  -0.9641  -0.398
O  3.2687  -3.2944  -2.1216  -0.074
O  3.3134  -4.7739  -0.4697  -0.082
C  -0.5148  -2.3575  2.2578  0.041
H  -3.6445  -7.5716  -1.1880  0.074
H  -3.6830  -5.8360  -0.8233  0.075
H  -3.7257  -7.0160  0.4914  0.079
H  -1.3350  -6.5345  -1.4039  0.105
H  -1.3589  -7.7203  -0.0619  0.101
H  0.5567  -4.8879  -0.6537  0.099
H  0.8449  -6.3780  0.2737  0.114
H  2.2006  -5.0540  1.4974  0.107
H  0.7263  -4.5988  2.3498  0.112
H  1.7246  -1.3479  -1.7408  0.167
H  -0.0918  -2.5915  3.2359  0.103
H  -1.1915  -3.1470  1.9451  0.054
H  -1.0674  -1.4238  2.3245  0.098

Its HOMO energy is -3.89 eV. For the HOMO-LUMO gap, the calculation gives 5.081 eV. The net charge is -1.


No. 5
An isolated molecule of C6H6 in a non-equilibrium geometry, computed with ωB97M-V/def2-TZVPD.

Each line ends with the Löwdin charge.
Atoms and positions in Å:
C  2.9897  0.1190  0.4058  0.106
C  1.8039  0.0023  0.5774  -0.157
C  0.3522  -0.1419  0.7109  -0.199
C  -0.3612  -0.1614  -0.6753  -0.213
C  -1.7998  -0.0963  -0.5642  -0.171
C  -2.9047  0.3816  -0.4696  0.101
H  4.0373  0.2401  0.2403  0.023
H  -0.0511  0.6520  1.3505  0.120
H  0.1475  -1.0774  1.2615  0.125
H  -0.3696  0.7276  -1.3240  0.129
H  0.0780  -0.9365  -1.3071  0.119
H  -3.9222  0.2908  -0.2065  0.016

Its HOMO energy is -10.00 eV. Its energy above the lowest of the compared OMol25 structures with the same formula, charge and spin is 419.27 kJ/mol. For the HOMO-LUMO gap, the calculation gives 10.890 eV. Its SMILES is C#CCCC#C. The net charge is 0.


Question: What is the net charge in the third record?
Answer: -1